# 1
Density functional theory data (wB97M-V/def2-TZVPD) for a structure of composition C6H15ClO3Si at a distorted geometry.

```
26
Properties=species:S:1:pos:R:3:nbo_charge:R:1
Cl 3.10 0.09 -1.84 -0.081
O 1.20 0.20 1.39 -0.904
O -0.72 -1.23 0.05 -0.919
O -1.38 1.14 1.19 -0.903
C 0.90 0.71 2.65 -0.255
C -0.33 -2.11 0.99 -0.253
C -2.58 0.78 0.63 -0.246
C 1.59 -0.73 -2.34 -0.358
C 0.44 0.28 -2.46 -0.420
C 0.40 1.21 -1.26 -0.935
Si -0.19 0.33 0.37 2.314
H 1.88 0.84 3.17 0.185
H 0.48 1.74 2.54 0.181
H 0.24 -0.06 3.16 0.170
H -0.82 -1.83 1.96 0.152
H 0.78 -1.94 1.06 0.193
H -0.62 -3.14 0.73 0.185
H -3.30 1.35 1.09 0.187
H -2.46 1.03 -0.47 0.158
H -2.86 -0.28 0.79 0.182
H 1.47 -1.48 -1.62 0.213
H 1.77 -1.17 -3.31 0.216
H -0.53 -0.26 -2.59 0.221
H 0.52 0.86 -3.38 0.210
H -0.36 2.03 -1.47 0.239
H 1.38 1.65 -1.03 0.267
```

Results
Kohn-Sham gap = 10.96 eV
Molecular weight = 198.722 g mol⁻¹
Highest occupied orbital energy = -10.11 eV


# 2
Density functional theory data (wB97M-V/def2-TZVPD) for a cluster of 2 separate species, C6H15FNO2 in total.

```
25
Properties=species:S:1:pos:R:3:nbo_charge:R:1
F 0.84 3.21 -1.69 -0.161
N 0.03 2.16 -2.11 0.058
C -1.26 2.19 -1.33 -0.272
C -1.58 0.77 -0.89 -0.099
O -0.54 0.35 -0.05 -0.498
C 0.69 0.14 -0.72 -0.096
C 0.81 0.88 -2.05 -0.286
H -0.16 2.38 -3.10 0.437
H -1.04 2.78 -0.44 0.269
H -2.02 2.67 -1.93 0.248
H -1.74 0.10 -1.74 0.189
H -2.49 0.80 -0.30 0.250
H 1.48 0.45 -0.04 0.224
H 0.83 -0.92 -0.94 0.216
H 0.44 0.29 -2.89 0.244
H 1.84 1.14 -2.26 0.275
C 0.32 -1.48 3.10 -0.640
C 0.87 -2.63 2.29 -0.059
O -0.16 -3.35 1.61 -0.709
H -0.41 -1.83 3.83 0.224
H 1.12 -0.96 3.63 0.218
H -0.18 -0.76 2.45 0.189
H 1.36 -3.36 2.93 0.191
H 1.61 -2.27 1.57 0.136
H -0.66 -2.72 1.08 0.450
```

Results
Kohn-Sham gap = 8.94 eV
Charge = +1
Molecular weight = 152.189 g mol⁻¹
Highest occupied orbital energy = -12.63 eV


# 3
Density functional theory data (wB97M-V/def2-TZVPD) for an isolated molecule of C6H15ISi at a distorted geometry.

```
23
Properties=species:S:1:pos:R:3:nbo_charge:R:1
C 2.11 1.11 -0.98 -0.615
C 1.09 1.69 -0.10 -0.835
Si -0.55 0.58 0.11 1.497
I -2.26 2.30 0.86 -0.282
C -0.11 -0.44 1.71 -0.887
C -1.25 -1.07 2.53 -0.596
C -1.13 -0.22 -1.46 -0.951
C -0.23 -1.42 -1.78 -0.611
H 2.51 1.91 -1.65 0.206
H 2.98 0.67 -0.49 0.214
H 1.69 0.45 -1.74 0.193
H 0.59 2.49 -0.66 0.220
H 1.50 2.11 0.77 0.238
H 0.68 -1.26 1.46 0.231
H 0.31 0.20 2.44 0.235
H -2.09 -0.55 2.61 0.206
H -1.72 -1.92 1.95 0.190
H -0.94 -1.36 3.56 0.206
H -2.21 -0.62 -1.60 0.268
H -0.99 0.62 -2.12 0.235
H 0.88 -1.14 -1.95 0.210
H -0.32 -2.08 -0.86 0.205
H -0.54 -2.06 -2.60 0.221
```

Results
Kohn-Sham gap = 9.97 eV
Molecular weight = 242.176 g mol⁻¹
Highest occupied orbital energy = -9.21 eV


# 4
Density functional theory data (wB97M-V/def2-TZVPD) for a structure of composition C6H15InNO2 at a distorted geometry.

```
25
Properties=species:S:1:pos:R:3:nbo_charge:R:1
In 2.90 1.75 -1.21 1.179
C 2.29 2.92 2.39 -0.273
O 1.60 2.25 1.33 -0.482
C 0.70 1.24 1.77 -0.108
C -0.32 0.86 0.69 -0.286
N 0.33 0.18 -0.45 -0.331
C -0.48 -0.10 -1.68 -0.273
C -1.47 -1.27 -1.54 -0.106
O -0.84 -2.51 -1.79 -0.211
C -1.65 -3.64 -1.62 -0.305
H 2.82 3.77 1.97 0.242
H 3.08 2.26 2.79 0.231
H 1.58 3.19 3.17 0.239
H 0.12 1.61 2.62 0.276
H 1.32 0.41 2.13 0.236
H -0.91 1.73 0.39 0.268
H -1.05 0.16 1.11 0.281
H 0.51 -0.77 -0.11 0.416
H 0.23 -0.43 -2.45 0.275
H -1.01 0.78 -2.01 0.274
H -2.29 -1.11 -2.26 0.366
H -1.93 -1.36 -0.55 0.252
H -2.00 -3.77 -0.58 0.278
H -1.04 -4.53 -1.82 0.277
H -2.51 -3.61 -2.31 0.285
```

Results
Kohn-Sham gap = 3.03 eV
Charge = +3
Molecular weight = 248.009 g mol⁻¹
Highest occupied orbital energy = -20.92 eV


# 5
Density functional theory data (wB97M-V/def2-TZVPD) for a structure of composition C6H15MnNO6 at a distorted geometry.

```
29
Properties=species:S:1:pos:R:3:lowdin_spin:R:1
Mn 0.63 0.44 -0.54 4.700
C -1.16 -1.35 3.04 0.002
C -0.04 -0.95 2.20 0.009
O -0.36 0.04 1.26 0.071
H -0.80 -2.24 3.55 0.000
H -2.07 -1.69 2.53 0.000
H -1.43 -0.63 3.81 0.000
H 0.26 -1.87 1.70 0.001
H 0.74 -0.65 2.90 0.001
C -1.25 3.57 -0.25 0.001
C -0.06 3.60 -1.10 0.009
O 0.34 2.31 -1.47 0.064
H -1.06 3.31 0.79 0.000
H -1.95 2.80 -0.59 0.000
H -1.89 4.46 -0.26 0.000
H 0.73 4.29 -0.80 0.001
H -0.40 4.02 -2.05 0.001
C -0.91 -3.15 -1.38 0.001
C -0.64 -1.80 -2.00 0.010
O 0.67 -1.25 -1.82 0.065
H -0.07 -3.85 -1.36 0.000
H -1.82 -3.70 -1.59 0.000
H -1.07 -3.00 -0.31 0.000
H -1.45 -1.13 -1.70 0.003
H -0.72 -1.92 -3.08 0.001
N 3.97 0.11 -0.30 0.007
O 4.19 -1.12 -0.41 0.005
O 2.79 0.41 -0.28 0.040
O 4.83 0.92 -0.46 0.006
```

Results
Kohn-Sham gap (alpha / beta) = 6.65 / 7.30 eV
Spin multiplicity = 6
Charge = -2
Molecular weight = 252.125 g mol⁻¹
Highest occupied orbital energy (alpha / beta) = -0.79 / -1.46 eV


# 6
Density functional theory data (wB97M-V/def2-TZVPD) for a cluster of 2 separate species, C6H15N in total at a distorted geometry.

```
22
Properties=species:S:1:pos:R:3:nbo_charge:R:1
C -1.23 0.24 -1.36 -0.547
C -0.75 0.04 -0.11 0.136
C -1.53 0.60 1.05 -0.686
C 0.97 0.10 0.20 -0.216
C 1.37 1.48 0.72 -0.622
C 1.80 -0.24 -1.04 -0.623
H -0.72 -0.14 -2.24 0.192
H -2.19 0.71 -1.54 0.195
H -1.11 0.26 2.00 0.207
H -1.53 1.70 1.03 0.227
H -2.59 0.30 0.99 0.214
H 1.22 -0.63 0.98 0.180
H 2.46 1.62 0.76 0.213
H 1.01 1.64 1.74 0.209
H 0.94 2.27 0.09 0.215
H 2.88 -0.12 -0.86 0.210
H 1.63 -1.27 -1.37 0.205
H 1.55 0.42 -1.88 0.213
N -1.06 -2.28 0.24 -1.094
H -0.13 -2.18 0.67 0.389
H -1.96 -2.16 0.72 0.395
H -1.03 -2.36 -0.78 0.388
```

Results
Kohn-Sham gap = 8.71 eV
Molecular weight = 101.193 g mol⁻¹
Highest occupied orbital energy = -7.75 eV


# 7
Density functional theory data (wB97M-V/def2-TZVPD) for an isolated molecule of C6H15N.

```
22
Properties=species:S:1:pos:R:3:nbo_charge:R:1
C 0.25 -1.35 1.82 -0.640
C 1.28 -0.60 0.98 -0.212
N 0.80 0.38 0.01 -0.444
C 0.31 1.57 0.68 -0.416
C -0.09 -0.20 -1.00 -0.047
C -1.58 -0.31 -0.62 -0.643
C 0.05 0.61 -2.29 -0.604
H -0.50 -0.65 2.23 0.201
H -0.30 -2.09 1.24 0.204
H 0.71 -1.80 2.70 0.216
H 2.02 -0.10 1.62 0.192
H 1.89 -1.33 0.45 0.190
H 1.11 1.93 1.33 0.202
H 0.09 2.33 -0.07 0.200
H -0.58 1.41 1.30 0.162
H 0.25 -1.23 -1.13 0.192
H -2.25 0.01 -1.41 0.210
H -1.87 -1.35 -0.41 0.209
H -1.84 0.25 0.27 0.209
H -0.28 1.63 -2.06 0.197
H 1.09 0.70 -2.56 0.216
H -0.56 0.20 -3.08 0.206
```

Results
Kohn-Sham gap = 9.42 eV
Molecular weight = 101.193 g mol⁻¹
Highest occupied orbital energy = -8.29 eV


# 8
Density functional theory data (wB97M-V/def2-TZVPD) for an isolated molecule of C6H15N at a distorted geometry.

```
22
Properties=species:S:1:pos:R:3:nbo_charge:R:1
C -2.64 -0.90 0.60 -0.617
C -2.37 0.63 0.48 -0.403
C -1.26 0.88 -0.51 -0.205
N 0.00 0.35 -0.10 -0.641
C 1.24 0.47 -0.82 -0.201
C 2.51 0.17 -0.02 -0.400
C 2.58 -1.31 0.37 -0.613
H -2.39 -1.35 -0.36 0.197
H -3.67 -1.13 0.84 0.213
H -1.98 -1.38 1.32 0.204
H -2.17 1.11 1.44 0.208
H -3.35 1.08 0.25 0.208
H -1.54 0.56 -1.54 0.148
H -1.17 1.97 -0.61 0.189
H -0.11 -0.66 0.03 0.345
H 1.19 -0.15 -1.73 0.151
H 1.27 1.48 -1.27 0.190
H 2.43 0.78 0.89 0.209
H 3.34 0.50 -0.65 0.203
H 1.62 -1.51 0.87 0.196
H 2.59 -2.00 -0.47 0.205
H 3.32 -1.50 1.13 0.215
```

Results
Kohn-Sham gap = 9.66 eV
Molecular weight = 101.193 g mol⁻¹
Highest occupied orbital energy = -8.50 eV


# 9
Density functional theory data (wB97M-V/def2-TZVPD) for an isolated molecule of C6H15N at a distorted geometry.

```
22
Properties=species:S:1:pos:R:3:nbo_charge:R:1
C 2.66 0.52 -0.53 -0.618
C 1.18 0.88 -0.42 -0.398
C 0.22 -0.16 0.16 -0.209
C 0.13 0.05 1.69 -0.612
C -1.17 -0.03 -0.51 -0.046
C -2.30 -0.49 0.41 -0.634
N -1.08 -0.77 -1.78 -0.818
H 3.02 0.36 -1.54 0.214
H 2.96 -0.32 0.08 0.202
H 3.21 1.34 -0.05 0.208
H 0.81 1.28 -1.35 0.213
H 1.09 1.78 0.21 0.189
H 0.65 -1.15 0.01 0.191
H -0.01 -0.85 2.27 0.207
H 1.10 0.42 2.01 0.207
H -0.64 0.78 1.94 0.205
H -1.25 1.03 -0.75 0.183
H -2.78 0.26 1.03 0.216
H -3.04 -0.99 -0.23 0.203
H -1.98 -1.29 1.05 0.206
H -2.03 -0.92 -2.12 0.347
H -0.75 -1.71 -1.60 0.345
```

Results
Kohn-Sham gap = 10.63 eV
Molecular weight = 101.193 g mol⁻¹
Highest occupied orbital energy = -9.47 eV


# 10
Density functional theory data (wB97M-V/def2-TZVPD) for a structure of composition C6H15N at a distorted geometry.

```
22
Properties=species:S:1:pos:R:3:nbo_charge:R:1
C 1.60 -3.51 -1.98 -0.861
N 0.13 -0.87 -0.39 -0.697
C -0.21 0.06 0.56 0.310
C -0.24 1.48 -0.06 -0.304
C -0.04 2.48 1.02 -0.631
C -1.60 1.67 -0.77 -0.608
C -0.44 -0.36 1.98 -0.725
H 1.09 -2.54 -2.02 0.239
H 0.95 -4.23 -2.47 0.208
H 1.82 -3.67 -0.91 0.212
H 2.54 -3.44 -2.54 0.201
H 0.96 -0.53 0.37 0.379
H 0.66 1.48 -0.71 0.235
H 0.35 3.50 0.73 0.223
H 0.96 2.26 1.56 0.212
H -0.95 2.69 1.58 0.213
H -1.95 2.70 -0.65 0.213
H -1.44 1.42 -1.82 0.234
H -2.36 0.98 -0.42 0.212
H -1.08 0.38 2.48 0.226
H 0.39 -0.77 2.59 0.257
H -1.14 -1.18 1.87 0.251
```

Results
Kohn-Sham gap = 8.52 eV
Molecular weight = 101.193 g mol⁻¹
Highest occupied orbital energy = -7.83 eV